[1]
The following is a DFT calculation (wB97M-V/def2-TZVPD) of a cluster of 2 separate species, C59H52N3Si in total at a distorted geometry.

The frontier orbital gap is 5.58 eV. As for the total charge: +1. The calculation puts the LUMO energy at -4.5 eV. Its spin multiplicity is 1. The HOMO energy comes out at -10.07 eV. The total energy comes out at -74367.52603 eV. Its energy above the lowest of the compared OMol25 structures with the same formula, charge and spin is 1.303 eV.

Atoms and positions in Å:
C -6.687 0.097 -5.390
C -6.880 0.339 -4.025
C -6.117 -0.349 -3.083
C -5.233 -1.347 -3.505
N -4.530 -2.104 -2.514
C -5.108 -3.398 -2.302
C -4.759 -4.473 -3.146
C -5.539 -5.632 -3.189
C -6.664 -5.759 -2.368
C -7.047 -4.681 -1.564
C -6.280 -3.511 -1.534
C -3.394 -1.512 -1.935
C -3.162 -1.494 -0.543
C -2.184 -0.678 0.011
C -1.271 0.039 -0.802
C -0.007 0.539 -0.281
C 1.174 -0.195 -0.596
C 2.469 0.414 -0.659
C 3.553 -0.303 -1.135
C 3.376 -1.604 -1.672
N 4.394 -2.200 -2.391
C 4.357 -3.515 -2.925
C 4.465 -3.651 -4.320
C 5.086 -4.781 -4.834
C 5.442 -5.834 -3.984
C 5.141 -5.773 -2.620
C 4.500 -4.643 -2.102
C 5.503 -1.410 -2.845
C 6.776 -1.690 -2.330
C 7.855 -0.895 -2.719
C 7.667 0.116 -3.674
C 6.434 0.257 -4.324
C 5.342 -0.500 -3.893
C 2.156 -2.274 -1.498
C 1.099 -1.588 -0.944
C -1.514 0.008 -2.206
C -2.518 -0.765 -2.753
C -5.063 -1.627 -4.861
C -5.793 -0.897 -5.803
H -7.215 0.704 -6.130
H -7.602 1.080 -3.681
H -6.163 -0.124 -2.015
H -3.876 -4.390 -3.781
H -5.270 -6.445 -3.868
H -7.237 -6.690 -2.354
H -7.957 -4.750 -0.963
H -6.595 -2.668 -0.915
H -3.804 -2.105 0.092
H -2.043 -0.619 1.094
H 0.046 1.457 0.290
H 2.588 1.454 -0.345
H 4.567 0.103 -1.109
H 4.121 -2.835 -4.958
H 5.304 -4.812 -5.899
H 5.938 -6.713 -4.394
H 5.416 -6.597 -1.960
H 4.154 -4.621 -1.069
H 6.888 -2.507 -1.608
H 8.839 -1.074 -2.276
H 8.489 0.799 -3.910
H 6.311 0.954 -5.158
H 4.358 -0.405 -4.354
H 2.053 -3.312 -1.813
H 0.158 -2.115 -0.812
H -0.859 0.562 -2.872
H -2.625 -0.821 -3.839
H -4.317 -2.372 -5.149
H -5.639 -1.103 -6.861
C -3.657 0.426 4.109
C -3.129 0.891 5.318
C -1.904 1.571 5.335
C -1.197 1.808 4.145
Si 0.337 2.866 4.113
C 0.597 3.686 5.785
C 1.792 3.540 6.516
C 1.939 4.112 7.788
C 0.882 4.815 8.375
C -0.300 4.991 7.652
C -0.441 4.428 6.376
C 1.914 2.002 3.633
C 1.984 0.628 3.386
C 3.073 0.106 2.677
C 4.138 0.931 2.299
C 4.129 2.284 2.658
C 3.043 2.798 3.374
C 0.066 4.000 2.599
C -0.993 5.105 2.737
C -1.497 5.379 1.313
C -1.018 4.206 0.457
N -0.230 3.314 1.337
C -1.741 1.325 2.946
C -2.998 0.716 2.912
H -4.585 -0.148 4.072
H -3.683 0.730 6.245
H -1.500 1.927 6.283
H 2.622 2.969 6.099
H 2.880 4.005 8.331
H 0.981 5.228 9.383
H -1.123 5.561 8.085
H -1.383 4.562 5.841
H 1.185 -0.034 3.723
H 3.084 -0.950 2.392
H 4.979 0.527 1.725
H 4.958 2.937 2.373
H 3.068 3.839 3.700
H 1.063 4.477 2.514
H -1.825 4.767 3.362
H -0.554 5.989 3.198
H -2.585 5.422 1.288
H -1.109 6.319 0.912
H -1.882 3.656 0.067
H -0.400 4.507 -0.406
H 0.638 3.074 0.872
H -1.201 1.476 2.013
H -3.485 0.474 1.965

=====

[2]
The following is a DFT calculation (wB97M-V/def2-TZVPD) of a structure of composition C59H54N4OSi2Sr at a distorted geometry.

The frontier orbital gap (alpha / beta) is 4.30 / 4.30 eV. As for the total charge: -2. The calculation puts the LUMO energy (alpha / beta) at 3.3 / 3.3 eV. Its spin multiplicity is 1. The HOMO energy (alpha / beta) comes out at -0.96 / -0.96 eV. The total energy comes out at -86660.92535 eV. Its energy above the lowest of the compared OMol25 structures with the same formula, charge and spin is 0.000 eV.

Atoms and positions in Å:
Sr 12.627 14.021 14.109
C 7.484 10.450 12.350
C 7.529 11.791 12.710
C 8.429 12.238 13.673
C 9.352 11.365 14.239
C 9.323 10.026 13.864
C 8.386 9.569 12.934
C 10.403 11.856 15.139
C 10.183 12.952 16.026
C 9.044 13.420 16.719
C 9.412 14.551 17.395
C 10.766 14.820 17.011
C 11.566 15.990 17.272
C 10.870 17.072 18.029
C 9.729 17.652 17.473
C 9.035 18.625 18.174
C 9.477 19.062 19.420
C 10.608 18.488 19.977
C 11.291 17.482 19.294
C 12.878 16.214 16.859
N 13.699 15.436 16.057
C 14.866 16.090 15.869
C 15.983 15.745 15.052
C 17.156 16.689 14.976
C 18.005 16.874 16.061
C 19.161 17.646 15.977
C 19.476 18.262 14.766
C 18.639 18.098 13.668
C 17.478 17.334 13.777
C 16.114 14.586 14.265
C 17.259 14.172 13.443
C 16.875 13.085 12.738
C 15.528 12.734 13.228
N 15.127 13.669 14.129
C 14.742 11.585 13.034
C 13.706 11.364 14.066
C 13.957 11.496 15.476
C 12.733 11.565 16.073
C 11.752 11.415 15.037
N 12.396 11.172 13.811
C 14.863 10.713 11.875
C 15.495 11.133 10.695
C 15.692 10.248 9.651
C 15.247 8.928 9.743
C 14.558 8.542 10.883
C 14.368 9.410 11.929
C 14.822 17.347 16.625
C 13.608 17.440 17.190
N 11.213 13.820 16.226
H 6.811 10.111 11.592
H 6.864 12.508 12.243
H 8.472 13.297 13.930
H 10.040 9.371 14.318
H 8.395 8.524 12.644
H 8.073 12.949 16.765
H 8.809 15.132 18.078
H 9.409 17.358 16.470
H 8.139 19.059 17.747
H 8.918 19.852 19.930
H 10.953 18.816 20.955
H 12.163 17.019 19.749
H 17.755 16.367 16.985
H 19.846 17.678 16.827
H 20.402 18.841 14.667
H 18.886 18.548 12.726
H 16.835 17.188 12.914
H 18.216 14.666 13.355
H 17.499 12.549 12.044
H 14.912 11.504 15.965
H 12.517 11.650 17.130
H 15.771 12.179 10.582
H 16.161 10.595 8.747
H 15.403 8.240 8.907
H 14.164 7.534 10.957
H 13.845 9.114 12.824
H 15.628 18.066 16.661
H 13.279 18.254 17.819
O 8.785 15.978 14.455
H 9.661 16.104 14.045
H 8.955 15.404 15.213
C 11.505 16.290 13.464
C 11.614 17.506 13.580
C 11.718 18.930 13.642
C 11.401 19.630 14.815
C 11.402 21.018 14.816
C 11.810 21.722 13.694
C 12.182 21.033 12.537
C 12.123 19.653 12.508
H 11.128 19.074 15.696
H 11.127 21.547 15.729
H 11.813 22.811 13.693
H 12.519 21.579 11.675
H 12.416 19.113 11.612
C 12.528 12.098 7.831
Si 11.490 12.699 9.295
C 9.762 12.750 8.511
C 11.326 11.164 10.408
C 12.121 14.113 10.180
Si 12.864 15.593 9.488
C 13.830 15.381 7.847
C 14.174 16.306 10.649
C 11.753 17.112 9.187
H 12.186 11.117 7.525
H 13.574 11.994 8.080
H 12.441 12.779 6.995
H 9.590 11.786 8.073
H 9.644 13.500 7.721
H 9.002 12.901 9.294
H 10.501 10.528 10.090
H 11.126 11.449 11.445
H 12.238 10.590 10.353
H 11.513 14.361 11.060
H 14.575 14.606 7.961
H 14.379 16.290 7.606
H 13.197 15.146 6.990
H 14.899 15.527 10.911
H 13.717 16.642 11.576
H 14.687 17.159 10.198
H 11.063 16.980 8.353
H 12.417 17.942 8.953
H 11.177 17.357 10.076